[1]
The following is a quantum chemistry calculation of an isolated molecule of C26H26ClFN4O4S at a distorted geometry, from the OMol25 dataset.

As for the electronic energy: -67610.3156 eV. Its net charge is 0. The frontier orbital gap is 8.11 eV.

Geometry (Å):
C (-1.35, -1.61, 2.28)
N (-1.38, -1.47, 0.84)
C (-0.34, -1.05, 0.09)
O (-0.38, -1.01, -1.13)
C (0.91, -0.64, 0.81)
C (0.94, 0.49, 1.61)
C (2.13, 0.94, 2.16)
C (3.31, 0.27, 1.88)
C (3.28, -0.85, 1.07)
C (2.09, -1.32, 0.54)
H (2.10, -2.22, -0.06)
S (4.79, -1.74, 0.68)
O (5.79, -1.37, 1.64)
O (4.45, -3.12, 0.50)
N (5.32, -1.19, -0.79)
C (6.02, 0.08, -0.84)
H (7.07, -0.09, -1.08)
C (5.37, 0.99, -1.90)
N (3.94, 0.83, -1.90)
C (3.08, 1.68, -1.23)
C (3.56, 2.65, -0.34)
C (2.70, 3.54, 0.28)
C (1.35, 3.46, 0.01)
C (0.84, 2.51, -0.86)
C (1.71, 1.64, -1.48)
H (1.29, 0.92, -2.17)
H (-0.22, 2.47, -1.05)
F (0.50, 4.33, 0.63)
H (3.08, 4.28, 0.96)
H (4.61, 2.71, -0.09)
C (3.52, -0.48, -2.35)
H (2.56, -0.73, -1.89)
C (4.58, -1.54, -1.97)
H (5.29, -1.68, -2.79)
H (4.11, -2.51, -1.76)
H (3.38, -0.49, -3.44)
H (5.63, 2.03, -1.74)
H (5.73, 0.70, -2.89)
H (5.96, 0.52, 0.16)
H (4.25, 0.58, 2.30)
H (2.14, 1.81, 2.79)
H (0.02, 1.03, 1.81)
C (-2.65, -1.69, 0.20)
H (-2.46, -1.72, -0.88)
H (-3.08, -2.64, 0.52)
C (-3.62, -0.54, 0.50)
O (-3.31, 0.43, 1.15)
N (-4.85, -0.77, -0.05)
C (-5.99, 0.02, 0.02)
C (-6.04, 1.26, 0.66)
C (-7.21, 1.98, 0.69)
C (-8.36, 1.49, 0.10)
C (-8.34, 0.27, -0.54)
C (-7.17, -0.46, -0.58)
Cl (-7.15, -2.00, -1.38)
H (-9.23, -0.13, -1.01)
H (-9.28, 2.06, 0.13)
H (-7.23, 2.94, 1.19)
H (-5.14, 1.64, 1.12)
H (-4.98, -1.62, -0.58)
H (-1.83, -2.55, 2.55)
H (-0.32, -1.62, 2.63)
H (-1.89, -0.79, 2.76)

---

[2]
The following is a quantum chemistry calculation of a cluster of 3 separate species, C26H26F13N4O3 in total at a distorted geometry, from the OMol25 dataset.

As for the electronic energy: -74800.1068 eV. Its net charge is +1. The frontier orbital gap is 8.54 eV.

Geometry (Å):
C (4.00, -0.48, 0.06)
C (2.40, -0.25, 0.24)
O (1.80, 0.21, -1.02)
C (0.51, 0.76, -0.77)
N (-0.21, 0.67, 0.49)
C (-1.42, 1.41, 0.23)
N (-1.62, 1.97, -1.08)
C (-2.75, 2.74, -1.68)
C (-4.10, 2.68, -0.75)
C (-5.45, 2.76, -1.60)
F (-6.41, 3.49, -0.83)
F (-5.19, 3.58, -2.77)
C (-6.00, 1.35, -2.16)
F (-5.39, 0.97, -3.41)
F (-7.38, 1.62, -2.52)
C (-6.07, 0.16, -1.08)
F (-7.24, -0.60, -1.40)
F (-6.38, 0.80, 0.18)
C (-4.74, -0.71, -0.89)
F (-4.40, -0.62, 0.52)
F (-3.59, -0.26, -1.58)
C (-4.89, -2.29, -1.18)
F (-3.65, -2.87, -0.69)
F (-5.91, -2.92, -0.39)
C (-4.94, -2.68, -2.74)
F (-3.67, -2.64, -3.35)
F (-5.82, -1.90, -3.52)
F (-5.39, -4.05, -2.82)
C (-0.38, 1.58, -1.78)
C (-0.09, 2.00, -3.29)
O (1.34, 2.34, -3.36)
C (1.96, 1.68, -4.48)
C (2.61, 0.24, -4.21)
O (1.97, 2.29, -5.59)
H (4.46, 0.55, -0.22)
H (4.39, -0.73, 1.12)
H (4.21, -1.29, -0.71)
H (2.31, 0.62, 1.02)
H (1.89, -1.20, 0.66)
H (0.01, 0.21, 1.39)
H (-2.25, 1.60, 1.01)
H (-2.99, 2.25, -2.69)
H (-2.43, 3.82, -1.90)
H (-4.09, 1.82, 0.00)
H (-4.05, 3.66, -0.12)
H (-0.39, 1.21, -4.07)
H (-0.64, 3.01, -3.47)
H (3.40, 0.37, -3.38)
H (1.78, -0.49, -3.90)
H (3.13, -0.09, -5.18)
N (0.92, 1.07, 3.63)
C (-0.06, 0.77, 4.50)
C (0.13, 0.61, 5.86)
C (1.42, 0.76, 6.36)
C (2.45, 1.07, 5.49)
C (2.15, 1.21, 4.14)
H (-1.05, 0.66, 4.06)
H (-0.70, 0.37, 6.51)
H (1.61, 0.64, 7.42)
H (3.47, 1.19, 5.85)
H (2.93, 1.46, 3.42)
N (5.38, -2.74, 1.68)
C (5.91, -3.69, 0.88)
C (7.10, -4.35, 1.15)
C (7.79, -4.00, 2.30)
C (7.27, -3.03, 3.14)
C (6.07, -2.43, 2.79)
H (5.33, -3.92, -0.01)
H (7.47, -5.10, 0.48)
H (8.73, -4.49, 2.55)
H (7.79, -2.73, 4.05)
H (5.62, -1.66, 3.41)

---

[3]
The following is a quantum chemistry calculation of a structure of composition C26H26F4GaN7, from the OMol25 dataset.

As for the electronic energy: -101050.1199 eV. Its net charge is +2. The frontier orbital gap is 8.55 eV.

Geometry (Å):
Ga (0.04, -0.58, 0.36)
C (-2.11, -0.41, 2.39)
N (-0.68, -0.81, 2.39)
C (0.18, 0.06, 3.23)
C (0.46, 1.29, 2.44)
N (0.25, 1.32, 1.14)
C (0.60, 2.61, 0.71)
C (0.53, 3.22, -0.54)
C (0.94, 4.53, -0.62)
C (1.41, 5.24, 0.50)
C (1.46, 4.65, 1.75)
C (1.04, 3.33, 1.82)
N (0.93, 2.46, 2.90)
C (-2.65, -0.43, 0.99)
N (-1.86, -0.37, -0.07)
C (-2.69, -0.35, -1.20)
C (-2.38, -0.27, -2.55)
C (-3.45, -0.25, -3.43)
C (-4.78, -0.31, -2.97)
C (-5.09, -0.38, -1.63)
C (-4.01, -0.39, -0.75)
N (-3.94, -0.45, 0.64)
H (-2.70, -1.07, 3.04)
H (-2.20, 0.60, 2.78)
H (-0.59, -1.76, 2.72)
H (-0.30, 0.30, 4.18)
H (1.11, -0.48, 3.45)
H (0.16, 2.70, -1.41)
H (0.91, 5.04, -1.58)
H (1.73, 6.26, 0.38)
H (1.80, 5.20, 2.61)
H (1.16, 2.67, 3.86)
H (-1.36, -0.21, -2.90)
H (-3.26, -0.19, -4.49)
H (-5.58, -0.29, -3.70)
H (-6.11, -0.41, -1.29)
H (-4.73, -0.48, 1.27)
C (-1.38, -3.46, 0.35)
N (-0.14, -2.77, -0.01)
C (0.11, -2.96, -1.46)
C (0.99, -3.29, 0.77)
C (2.25, -2.43, 0.58)
N (1.86, -1.04, 0.36)
C (2.68, -0.27, -0.45)
C (2.11, 0.43, -1.52)
F (0.74, 0.22, -1.73)
C (2.81, 1.23, -2.38)
F (2.17, 1.84, -3.38)
C (4.18, 1.36, -2.22)
C (4.78, 0.66, -1.19)
F (6.09, 0.77, -1.00)
C (4.05, -0.13, -0.32)
F (4.67, -0.76, 0.69)
H (-1.29, -4.54, 0.18)
H (-2.21, -3.09, -0.25)
H (-1.61, -3.31, 1.41)
H (0.20, -4.03, -1.69)
H (1.03, -2.46, -1.75)
H (-0.72, -2.55, -2.03)
H (1.20, -4.33, 0.48)
H (0.70, -3.31, 1.82)
H (2.83, -2.80, -0.28)
H (2.89, -2.55, 1.45)
H (4.76, 1.98, -2.89)

---

[4]
The following is a quantum chemistry calculation of a structure of composition C26H26F5N5OsP at a distorted geometry, from the OMol25 dataset.

As for the electronic energy: -60145.6436 eV. Its multiplicity is 5. Its net charge is +3. The frontier orbital gap (alpha / beta) is 6.77 / 4.51 eV.

Geometry (Å):
Os (14.16, -1.63, 13.50)
N (10.63, 0.47, 12.69)
C (11.50, -0.49, 12.96)
N (12.78, -0.26, 12.95)
C (13.24, 1.04, 12.95)
N (14.55, 1.25, 13.16)
N (15.21, 0.13, 13.50)
C (16.50, 0.07, 13.57)
C (17.13, -1.19, 13.58)
C (18.54, -1.36, 13.52)
C (19.05, -2.60, 13.28)
C (18.16, -3.68, 13.37)
C (16.79, -3.48, 13.42)
N (16.22, -2.26, 13.47)
C (12.36, 2.10, 12.69)
C (12.84, 3.38, 12.41)
C (11.87, 4.38, 12.08)
C (10.54, 4.22, 12.26)
C (10.04, 2.90, 12.56)
C (10.95, 1.87, 12.65)
H (9.70, 0.19, 12.49)
H (11.14, -1.51, 13.09)
H (17.15, 0.98, 13.72)
H (19.16, -0.42, 13.67)
H (20.12, -2.80, 12.94)
H (18.49, -4.69, 13.21)
H (16.16, -4.34, 13.47)
H (13.91, 3.63, 12.41)
H (12.21, 5.28, 11.64)
H (9.82, 5.01, 12.02)
H (8.94, 2.62, 12.65)
F (12.93, -4.69, 12.33)
C (13.39, -3.85, 11.35)
C (13.89, -2.59, 11.64)
C (14.32, -1.91, 10.55)
F (14.42, -0.54, 10.67)
C (14.39, -2.38, 9.21)
F (14.77, -1.58, 8.20)
C (13.94, -3.70, 8.97)
F (14.02, -4.09, 7.70)
C (13.35, -4.43, 10.04)
F (12.74, -5.58, 9.74)
C (16.34, -2.77, 16.67)
C (14.90, -3.24, 16.45)
P (13.70, -2.05, 15.69)
C (12.06, -2.91, 16.24)
C (11.65, -4.28, 15.73)
C (13.70, -0.76, 17.03)
C (13.59, -1.09, 18.58)
H (16.44, -1.74, 16.23)
H (17.15, -3.45, 16.27)
H (16.45, -2.65, 17.74)
H (14.47, -3.67, 17.36)
H (14.75, -4.08, 15.73)
H (11.21, -2.20, 16.10)
H (12.19, -2.97, 17.34)
H (12.15, -4.56, 14.77)
H (10.57, -4.32, 15.48)
H (11.77, -5.06, 16.48)
H (12.89, -0.06, 16.81)
H (14.54, -0.07, 16.97)
H (13.70, -0.09, 19.12)
H (14.56, -1.58, 18.92)
H (12.65, -1.51, 18.91)